(1)
ORCA calculation (ωB97M-V with the def2-TZVPD basis set) on C4H5NO in the gas phase.

As for the charge: 0. The gap between HOMO and LUMO comes out at 9.21 eV. The spin multiplicity is 1.

Each line ends with the Löwdin charge.
CARTESIAN COORDINATES (ANGSTROEM)
O  1.90901  -0.83320  -0.47414  -0.03
C  0.87617  1.11298  0.52331  0.03
C  0.82406  -0.40601  0.32523  -0.42
C  -0.56760  -0.72635  -0.18820  -0.04
C  -1.25248  0.41223  -0.17620  -0.09
N  -0.37477  1.45944  0.25830  -0.02
H  1.59632  -1.53349  -1.05470  0.09
H  0.91032  -0.82788  1.34728  0.15
H  -0.95405  -1.70910  -0.43476  0.11
H  -2.28543  0.62857  -0.42483  0.11
H  -0.68157  2.42280  0.29870  0.12

Force components x, y, z for each atom (eV/Å):
O -0.0307 -0.1624 -0.0889
C -0.4921 -0.0958 -0.1225
C -0.0871 0.0869 0.1219
C -0.0852 0.1613 -0.0081
C 0.0927 -0.2026 -0.0108
N 0.2610 0.1281 0.0863
H 0.0662 0.0171 0.0485
H -0.0123 0.0946 -0.1242
H 0.0783 0.1778 0.0180
H 0.1691 -0.0606 0.0545
H 0.0402 -0.1445 0.0252

***

(2)
ORCA calculation (ωB97M-V with the def2-TZVPD basis set) on a molecular structure, BrH3NO2P.

As for the charge: 0. The gap between HOMO and LUMO comes out at 8.92 eV. The spin multiplicity is 1.

Each line ends with the Löwdin charge.
CARTESIAN COORDINATES (ANGSTROEM)
N  -0.61734  1.04175  0.81433  -0.19
O  0.55943  0.68204  -1.30788  -0.33
O  -0.27695  -1.77592  -0.18047  -1.07
P  0.70873  0.10879  0.23469  0.91
Br  0.07755  -3.26191  0.77023  0.52
H  -1.12855  1.34234  -0.00548  0.03
H  -0.41455  1.68484  1.62070  0.06
H  1.09169  0.17808  -1.94612  0.06

Force components x, y, z for each atom (eV/Å):
N 2.2424 -0.8056 0.2869
O 0.2655 -0.8966 0.6390
O 0.9929 2.6660 0.0053
P -2.4533 -1.1394 -0.2678
Br 0.2112 0.3566 0.1342
H -0.4189 0.6885 0.4923
H -0.6312 -0.9190 -1.4844
H -0.2085 0.0495 0.1945

***

(3)
ORCA calculation (ωB97M-V with the def2-TZVPD basis set) on a molecular structure, C24H17Br2N6OS3Tc.

As for the charge: +1. The gap between HOMO and LUMO (spin up / spin down) comes out at 6.00 / 6.05 eV. The spin multiplicity is 2.

Each line ends with the Löwdin spin population.
CARTESIAN COORDINATES (ANGSTROEM)
Tc  -0.06834  0.06272  0.65994  0.95
C  -2.90917  -1.13277  -2.49740  0.00
C  -2.14608  -0.50812  -1.37969  0.03
N  -0.88125  -0.71662  -1.17787  -0.01
N  -0.29556  -1.53845  -2.08134  0.00
C  0.99614  -1.63915  -1.97998  -0.01
N  1.61057  -2.49291  -2.81444  -0.01
S  1.98566  -0.70239  -0.91802  -0.08
C  -2.76611  0.44282  -0.46529  0.00
C  -4.09612  0.82338  -0.52346  0.00
C  -4.56652  1.79202  0.34641  0.00
C  -3.68411  2.38022  1.23704  0.00
C  -2.37609  1.94317  1.26072  0.00
N  -1.92549  0.98225  0.44247  0.00
H  -2.42926  -2.05760  -2.79602  0.00
H  -3.93815  -1.33330  -2.20437  0.00
H  -2.92152  -0.46749  -3.36475  0.00
H  1.06099  -3.01610  -3.47431  0.00
H  2.60414  -2.62451  -2.77714  0.00
H  -4.75685  0.35476  -1.23696  0.00
H  -5.61065  2.07474  0.33962  0.00
H  -4.00113  3.15670  1.91770  0.00
H  -1.66492  2.36176  1.95794  0.00
S  -0.91536  -1.97691  1.67010  0.06
C  0.72048  -2.03917  2.20955  0.01
N  1.46916  -1.11779  1.68573  -0.02
C  2.74738  -1.08503  2.22425  0.00
C  3.76644  -0.19132  1.91150  0.00
C  4.97775  -0.32560  2.56008  0.00
C  5.17811  -1.32982  3.51272  0.00
C  4.16925  -2.22005  3.82959  0.00
C  2.94973  -2.08493  3.17641  0.00
S  1.49695  -3.03855  3.37246  0.01
H  3.60255  0.58082  1.16901  0.00
H  5.78783  0.35222  2.32511  0.00
H  6.13481  -1.41121  4.01042  0.00
H  4.32121  -2.99903  4.56482  0.00
Br  0.64511  2.41694  5.08166  0.00
C  1.04657  3.06578  3.36714  0.00
C  1.58263  4.36003  3.20057  0.00
C  1.86352  4.84769  1.95861  0.00
Br  2.55334  6.59515  1.78728  0.00
C  1.63217  4.05933  0.80467  0.00
C  1.90614  4.43574  -0.52911  0.00
C  1.61690  3.56999  -1.54557  0.00
C  1.04737  2.31960  -1.25831  0.00
N  0.79549  1.93100  -0.02702  0.00
C  1.08490  2.78032  1.00267  0.00
C  0.78821  2.26399  2.28620  0.00
O  0.26557  1.04112  2.36136  0.05
H  1.76189  4.96789  4.07640  0.00
H  2.34780  5.40181  -0.73253  0.00
H  1.82112  3.83116  -2.57408  0.00
H  0.81184  1.62151  -2.04981  0.00

Force components x, y, z for each atom (eV/Å):
Tc 3.6465 -1.8145 -0.9534
C -0.0277 0.0230 0.0406
C -0.0360 -0.0006 -0.1182
N -0.5853 0.2706 0.0475
N -0.1778 -0.2982 0.0401
C 0.2677 0.0168 -0.1973
N 0.0779 0.0876 0.0404
S -1.4700 0.3627 0.6626
C 0.0664 -0.0085 0.0083
C -0.1217 -0.0166 -0.0340
C -0.0067 -0.0545 0.0473
C -0.0669 -0.0096 -0.0199
C 0.0884 0.0063 0.0184
N -0.3071 0.3909 0.2922
H -0.0163 -0.0266 -0.0067
H 0.0130 0.0196 -0.0069
H -0.0111 -0.0083 0.0014
H -0.0060 -0.0018 0.0012
H 0.0046 -0.0220 -0.0140
H 0.0067 0.0458 -0.0163
H 0.0245 0.0359 -0.0680
H 0.0187 -0.0105 0.0113
H 0.0043 -0.0976 0.0347
S -0.1109 0.3902 -0.1999
C -0.0855 -0.1548 0.1620
N -0.2336 0.4269 0.2984
C -0.0250 0.1914 -0.0066
C -0.0504 0.0186 -0.0634
C 0.0235 0.0019 -0.0081
C -0.0270 -0.0134 -0.0027
C 0.0044 -0.0356 -0.0242
C -0.0419 -0.0899 0.0210
S 0.0436 -0.0079 0.0749
H 0.0269 0.0232 0.0490
H -0.0239 0.0063 0.0203
H -0.0070 0.0010 -0.0076
H 0.0135 0.0227 -0.0004
Br 0.0364 0.0472 0.0475
C -0.0444 0.0433 0.1954
C -0.0538 -0.0904 0.1007
C 0.0636 0.0712 -0.0196
Br 0.0167 -0.0043 -0.0096
C 0.0478 -0.0094 -0.1021
C 0.0023 -0.0062 0.0777
C -0.0295 -0.0002 -0.0634
C -0.0599 0.0715 -0.0199
N -0.0951 0.3185 -0.0213
C -0.0116 -0.1602 -0.0594
C -0.0722 -0.2877 -0.0836
O -0.6500 0.3590 -0.1896
H -0.0003 -0.0149 0.0036
H -0.0204 0.0048 0.0147
H -0.0198 -0.0139 0.0042
H -0.0028 0.0012 0.0007